C38H105N7O14 | wB97M-V/def2-TZVPD

The geometry in XYZ format:
```
164
Properties=species:S:1:pos:R:3:forces:R:3
C -3.481385 1.011641 -4.837523 0.2 1.2 -0.2
O -4.503642 1.266368 -3.887890 0.1 -0.5 -1.1
C -4.518966 0.361611 -2.832822 -0.8 -0.1 1.1
C -5.792651 0.690736 -2.010878 0.3 0.0 -0.1
C -5.819006 2.158379 -1.578391 -0.4 -0.1 -0.5
N -5.926333 -0.190924 -0.849152 0.6 -0.2 0.0
H -3.713489 1.613602 -5.716079 0.1 0.4 0.2
H -3.332430 0.025704 -5.277755 -0.5 -0.6 0.8
H -2.550031 1.360592 -4.391524 0.4 -0.1 -0.2
H -4.565486 -0.659321 -3.211797 -0.1 -0.3 -0.1
H -3.626515 0.415936 -2.209385 0.3 0.3 0.2
H -6.586031 0.507661 -2.735540 -0.4 0.2 -0.1
H -6.809642 2.440144 -1.221543 0.0 -0.2 0.4
H -5.691099 2.793540 -2.454927 0.3 0.0 0.0
H -5.072158 2.383210 -0.816945 0.0 -0.1 0.0
H -6.833455 -0.148750 -0.407045 -0.1 0.3 -0.1
H -5.802418 -1.156866 -1.116914 0.1 -0.2 -0.1
C 1.567995 0.045542 4.440031 -0.7 -0.1 0.3
O 0.650842 -0.171655 3.399321 -1.3 0.2 -0.4
C -0.738596 0.208826 3.632942 0.6 0.6 -2.1
C -1.386056 0.268576 2.191613 0.9 -0.2 1.0
C -0.750717 1.284072 1.270233 0.4 -0.1 -0.4
N -2.799374 0.608258 2.319560 -0.1 -0.6 0.5
H 1.215085 -0.511123 5.308176 0.3 0.1 0.4
H 1.642018 1.109068 4.667056 0.1 0.1 0.2
H 2.542287 -0.344206 4.145136 -0.1 0.1 -0.1
H -1.289729 -0.458640 4.295380 0.2 -0.5 0.0
H -0.885623 1.215908 4.023182 0.6 0.3 0.4
H -1.221045 -0.724766 1.774318 -0.1 -0.2 -0.2
H 0.288461 1.054600 1.034546 0.1 0.1 0.4
H -0.859952 2.303837 1.639329 0.1 0.0 0.1
H -1.233945 1.231558 0.294614 -0.3 0.1 0.0
H -3.276521 0.178361 1.540071 -0.3 0.4 -0.5
H -3.126309 0.019704 3.072430 -0.5 0.1 0.5
C 9.384043 -6.045472 4.076759 0.4 -1.2 -0.2
O 8.618138 -4.917512 3.804934 -1.0 0.3 0.4
C 7.391917 -4.900487 4.565352 1.2 -2.4 0.0
C 6.510433 -3.788690 4.210181 0.0 1.6 0.1
C 7.246221 -2.492840 4.530462 0.3 0.4 0.1
N 5.229578 -3.993896 4.839430 -1.2 -0.1 -0.2
H 9.015471 -6.971850 3.636213 -0.4 0.0 -0.8
H 9.411283 -6.396705 5.108258 0.2 0.9 0.7
H 10.394373 -5.904602 3.692683 -0.1 0.2 0.2
H 6.803168 -5.807050 4.425304 0.2 -0.4 -0.5
H 7.679042 -4.972612 5.614386 -0.1 0.6 0.5
H 6.302063 -3.845365 3.141777 0.2 0.0 -0.1
H 6.867866 -1.599820 4.032995 -0.2 -0.1 0.0
H 8.295212 -2.606595 4.257014 0.0 0.1 -0.2
H 7.263615 -2.319160 5.606385 -0.2 0.0 0.1
H 4.515051 -3.415812 4.420627 0.0 0.0 0.0
H 5.118729 -3.954623 5.842564 0.6 0.2 0.0
C -0.821896 1.810403 8.890677 -0.5 -1.1 0.8
O -1.678097 1.124950 9.817169 -0.7 -1.0 -0.5
C -2.548787 0.093753 9.256228 -0.1 1.5 0.3
C -3.455152 -0.488013 10.343489 -0.3 0.5 1.1
C -2.669208 -1.354980 11.332058 0.3 -0.7 -1.5
N -4.575823 -1.227625 9.756110 0.5 -0.9 0.0
H -1.331478 2.659194 8.434651 0.1 0.1 0.0
H -0.488206 1.115586 8.119982 0.2 0.0 -0.2
H 0.023203 2.093625 9.518132 0.1 0.4 -0.4
H -3.204035 0.521994 8.497700 -0.2 0.4 -0.1
H -1.999103 -0.662283 8.695566 0.4 -0.4 0.4
H -3.970562 0.259127 10.947007 0.8 1.0 -0.1
H -2.191610 -2.067940 10.659983 0.7 -0.2 0.2
H -3.246269 -2.029860 11.964232 -0.4 0.6 0.4
H -1.913500 -0.784371 11.871889 -0.2 -0.1 0.0
H -4.956887 -1.683998 10.572573 -0.5 -0.5 -0.2
H -5.299566 -0.598445 9.439232 0.0 0.2 -0.1
C -3.095978 -7.010688 -9.062202 -0.2 0.2 -0.3
O -3.282650 -6.394801 -7.813040 0.1 -1.5 1.3
C -3.358046 -7.402296 -6.734057 -0.2 2.2 0.2
C -3.655476 -6.624797 -5.402056 1.4 -0.5 -1.8
N -2.424386 -5.919391 -4.930247 -1.4 0.6 1.6
C -2.781504 -5.072616 -3.713938 0.9 -0.5 -0.5
C -1.643014 -4.120730 -3.311971 -0.1 -1.3 -0.7
O -1.293665 -3.354983 -4.433397 0.3 0.8 -0.6
C -0.245089 -2.469125 -4.156541 0.9 0.7 0.5
H -3.897170 -7.676181 -9.383609 -0.6 -0.1 0.4
H -2.211761 -7.647547 -9.088089 0.5 0.3 -0.1
H -3.098372 -6.198517 -9.789161 0.5 -0.1 -0.1
H -2.413140 -7.922488 -6.577090 0.2 -0.1 -0.4
H -4.152239 -8.094381 -7.014010 -0.1 -0.1 0.3
H -3.943522 -7.403784 -4.696149 0.0 0.3 0.4
H -4.494780 -5.970459 -5.637680 -0.2 0.2 0.3
H -2.044606 -5.271433 -5.605542 -0.3 -0.1 -0.5
H -2.912726 -5.769713 -2.886339 -0.2 0.1 0.1
H -3.692654 -4.487174 -3.837062 -0.3 0.0 -0.3
H -0.788725 -4.749288 -3.060529 0.3 0.0 0.3
H -1.891833 -3.490438 -2.458196 -0.2 0.0 0.1
H 0.171942 -1.921413 -5.001645 -0.7 -0.3 -0.6
H 0.646600 -2.920131 -3.721133 0.0 -0.8 0.1
H -0.503889 -1.696694 -3.432348 -0.5 0.1 0.2
C 0.214258 8.600092 -2.483853 -1.2 -0.7 -0.3
O -0.148399 7.183271 -2.611057 0.7 1.0 0.2
C -1.470733 6.828562 -2.168068 0.6 1.0 0.1
C -1.947178 5.499420 -2.717460 0.2 0.1 -0.7
N -2.333596 5.459130 -4.178287 0.5 1.8 1.4
C -1.148772 5.705834 -5.088293 -1.8 -0.8 -0.1
C -1.585368 5.856032 -6.590971 0.8 -2.3 1.8
O -0.368422 5.698010 -7.316753 -0.9 0.6 -1.3
C -0.662453 5.746899 -8.739270 0.2 0.8 1.3
H -0.120009 9.077445 -1.562717 -0.4 -0.4 0.3
H -0.272944 9.115374 -3.311624 0.1 0.2 -0.1
H 1.279096 8.831871 -2.506241 0.1 -0.9 -0.3
H -2.208099 7.607177 -2.363363 0.0 0.2 -0.8
H -1.446267 6.866289 -1.078991 0.0 -0.7 0.3
H -2.783373 5.264416 -2.058936 -0.5 -0.2 -0.5
H -1.216583 4.713747 -2.525000 0.5 0.0 0.2
H -2.747495 4.542873 -4.274492 0.2 -0.1 -0.7
H -0.567712 4.794406 -4.947719 0.8 0.2 -0.7
H -0.560263 6.576623 -4.799362 -0.3 -0.2 0.3
H -2.268225 6.677601 -6.807350 0.7 0.8 -0.1
H -2.179028 4.975308 -6.835906 -0.4 -0.3 0.1
H 0.296369 5.877020 -9.241098 -0.3 -0.2 -0.2
H -1.308212 6.615693 -8.866981 0.2 0.3 -0.5
H -1.250579 4.907840 -9.110983 0.3 -0.5 0.2
C 7.023953 0.317457 -4.020033 0.0 0.1 -0.9
O 6.265007 1.467518 -3.819132 0.5 0.6 1.8
C 5.027794 1.497297 -4.416388 -0.9 0.5 -2.2
C 4.316344 2.822797 -4.126640 0.9 -0.9 0.8
N 3.911587 2.799049 -2.715651 -0.4 0.3 0.0
C 3.298250 4.037803 -2.261223 -0.2 -0.4 0.6
C 3.620984 4.269361 -0.745381 0.7 0.1 -1.3
O 5.046901 4.112093 -0.493958 -1.6 -0.4 0.8
C 5.845507 5.003762 -1.187502 1.1 0.2 -0.6
H 8.053571 0.536869 -3.737458 -0.2 -0.2 0.5
H 7.060807 0.131885 -5.093483 0.0 -0.4 -0.3
H 6.583952 -0.556456 -3.539629 0.2 -0.1 0.3
H 4.362479 0.641436 -4.302534 0.0 -0.3 1.1
H 5.214330 1.422184 -5.487672 0.0 0.3 -0.7
H 3.516110 3.007941 -4.843211 -0.5 -0.4 0.4
H 5.035927 3.613225 -4.340032 0.3 0.3 0.1
H 4.720652 2.767241 -2.111903 0.6 -0.7 -0.4
H 2.218311 3.950378 -2.380369 -0.1 0.4 0.0
H 3.683287 4.841183 -2.889240 -0.2 0.6 0.2
H 3.086091 3.571726 -0.100956 0.3 -0.2 -0.1
H 3.297489 5.275802 -0.479816 0.1 0.2 0.1
H 5.552267 6.049869 -1.099454 -0.4 0.1 -0.1
H 5.949080 4.689584 -2.226094 -0.3 0.3 -0.4
H 6.873850 4.964082 -0.828294 -0.1 -0.3 0.5
C -4.380090 4.149397 4.501669 -0.5 0.2 -1.3
O -3.762795 4.181286 3.202163 0.2 0.1 0.8
H -5.231994 3.474432 4.419408 -0.1 -0.2 0.5
H -3.711457 3.852499 5.309682 0.1 0.1 0.0
H -4.789507 5.147917 4.654703 0.2 0.0 0.3
H -3.453367 3.287775 3.036383 0.1 -0.2 -0.3
C 3.843634 -1.127532 0.292739 -1.2 0.9 -0.7
O 2.797343 -1.905834 0.904015 1.0 -0.2 0.1
H 4.838844 -1.048344 0.730204 -0.1 -0.8 0.6
H 3.930876 -1.447316 -0.745635 0.1 -0.3 0.2
H 3.478825 -0.102058 0.234308 0.1 0.2 -0.1
H 2.462643 -1.412806 1.656678 -0.1 0.1 0.1
C 0.496111 -4.920681 3.250957 1.8 -0.3 0.4
O 0.075384 -4.704576 1.897940 -0.7 -0.1 1.3
H 0.412776 -4.129198 3.995727 -0.7 0.7 -0.5
H 0.140457 -5.799215 3.789289 -0.8 -0.2 -0.9
H 1.571579 -5.096956 3.230974 0.3 -0.1 0.0
H 0.691299 -4.057223 1.546985 0.0 0.1 -0.2
C -4.032447 -5.025712 3.240483 1.6 0.3 1.6
O -3.654158 -5.157338 1.925928 -0.6 -0.2 -2.2
H -5.085222 -5.200118 3.462628 0.1 0.0 -0.5
H -3.389398 -5.698318 3.808084 -0.5 -0.5 0.6
H -3.705727 -4.048709 3.596607 -0.6 0.4 0.3
H -2.730778 -4.916531 1.821113 0.1 0.0 0.1
```
Positions in Å, forces in eV/Å.

Output
* HOMO level: -8.618 eV
* structure (SMILES): COC[C@H](C)N.COC[C@H](C)N.COC[C@H](C)N.COC[C@H](C)N.COCCNCCOC.COCCNCCOC.COCCNCCOC.CO.CO.CO.CO
* LUMO: 0.0086 hartree
* HOMO-LUMO gap: 8.85 eV
* energy relative to the best compared isomer or geometry (same formula, charge and spin): 255.16 kJ/mol